## one
16
Properties=species:S:1:pos:R:3 method="wB97M-V/def2-TZVPD" smiles=N[C@]12[C@@H]3[C@@H]4O[C@H]1[C@H]2O[C@@H]43
N -1.9071 0.5876 0.8180
C -0.6819 0.2128 0.3334
C -0.2409 0.2507 -1.1606
C 0.7874 -0.8805 -1.2009
O 0.8053 -1.5912 0.0178
C 0.1817 -0.8651 1.0185
C 0.6215 0.5578 1.0628
O 1.6631 0.8985 0.1727
C 1.2554 0.5004 -1.1365
H -2.7472 0.2091 0.3678
H -2.0750 0.4757 1.8229
H -0.9471 0.5177 -1.9226
H 0.9491 -1.4432 -2.1171
H -0.0809 -1.3862 1.9006
H 0.6664 1.0783 2.0351
H 1.7501 0.8776 -2.0121

## two
Density functional theory data (ωB97M-V with the def2-TZVPD basis set) for a structure of composition C6H7NO2.

Geometry as XYZ:
```
16
C6H7NO2 ωB97M-V with the def2-TZVPD basis set
C -0.7504 -0.4175 0.4743
C -0.3590 -1.4576 1.5074
C 0.5093 -1.0040 0.4585
C 1.3331 0.1931 0.2168
C -0.1662 0.6297 -1.6874
C -1.1906 -0.0613 -0.9093
H -0.8346 1.6068 0.4278
H -0.3909 -0.8447 2.5242
H -0.8115 -2.4399 1.2864
H 0.5848 -1.6726 -0.4647
H 1.7444 1.5867 -1.4133
H -0.2941 1.1646 -2.6569
H -2.2826 0.4371 -0.9941
N 1.2241 0.5926 -1.2385
O -0.3904 0.8718 1.3754
O 2.0745 0.8150 1.0933
```

Stability, lowest: two

## one
8
Properties=species:S:1:pos:R:3 method="wB97M-V/def2-TZVPD" total_charge=+1
C 0.5420 0.6157 -0.2794
C 1.1648 -0.3341 1.7441
N 2.5691 1.7643 0.3588
N 1.6360 1.3438 -0.1701
N 0.3166 -0.3649 0.7954
O 2.0314 -0.3641 2.4448
H -0.1969 1.0269 -1.0651
H -0.4489 -1.0144 0.8006

## two
8
Properties=species:S:1:pos:R:3 method="wB97M-V/def2-TZVPD" total_charge=+1
C 0.3020 0.3011 1.0482
C -0.1650 -1.2680 -1.1406
N -0.0717 1.3440 0.1406
N -0.4887 2.3451 -0.0793
N 0.2712 -0.8991 0.8628
O -0.1656 -0.2778 -1.7039
H 0.5921 0.7934 1.9853
H -0.2741 -2.3388 -1.1133

Stability, lowest: two

## one
19
Properties=species:S:1:pos:R:3 method="wB97M-V/def2-TZVPD" smiles=CCSSC.O.O
C 3.5329 -1.2269 -1.8829
C 2.2654 -1.2931 -1.1330
S 1.5585 0.2885 -0.8256
S -0.4458 -0.0890 -0.7265
C -0.7706 0.1941 1.0493
H 3.3337 -1.5729 -2.9136
H 4.2621 -1.8678 -1.3735
H 3.9422 -0.1871 -1.9117
H 1.4881 -1.8043 -1.7392
H 2.5727 -2.0861 -0.4337
H -0.8106 1.1568 1.4791
H -1.7358 -0.3348 1.3011
H -0.0340 -0.4352 1.6655
O -0.9673 4.3451 2.3029
H -1.5127 3.7492 1.7924
H -0.6024 4.9415 1.6156
O -5.1582 -0.9499 0.7721
H -6.1283 -0.9507 0.4436
H -4.7900 -1.8776 0.5181

## two
19
Properties=species:S:1:pos:R:3 method="wB97M-V/def2-TZVPD" smiles=CCCSS.O.O
C 2.0804 0.0088 -1.7126
C 0.7613 -0.4805 -1.0779
C 0.7112 -0.1259 0.4074
S -0.6645 -0.7485 1.4402
S -2.2307 -0.1764 0.1860
H 2.1959 1.0650 -1.4717
H 2.0087 -0.2053 -2.7726
H 2.8417 -0.5214 -1.1397
H -0.1290 -0.0543 -1.5421
H 0.6421 -1.5652 -1.1631
H 1.5384 -0.6402 0.9059
H 0.7850 0.9545 0.5507
H -3.1187 0.2649 1.1427
O 0.4668 -1.8326 5.6527
H 0.3151 -1.2076 6.3742
H 0.9082 -1.3300 4.9816
O -2.8922 2.5128 -3.7788
H -3.4094 2.4829 -2.9879
H -2.8105 1.5991 -3.9951

Stability, lowest: one

## one
Density functional theory data (ωB97M-V with the def2-TZVPD basis set) for a cluster of 3 separate species, C2H8N4O2 in total.

Geometry as XYZ:
```
16
C2H8N4O2 ωB97M-V with the def2-TZVPD basis set
C -1.7294 1.3047 0.5006
C 0.6406 0.7685 -0.8642
O -1.1948 0.3425 -0.3624
O 1.1212 1.6354 -0.1511
H 0.2803 0.9168 -1.8922
H -0.9688 2.0483 0.7729
H -2.5815 1.8080 0.0287
H -2.0837 0.8260 1.4264
N 1.0600 -0.6233 -0.6353
N 2.2427 -0.8738 0.0804
N -0.5594 -1.1411 0.7062
N -1.0586 -2.1546 0.3593
H 0.9215 -1.2716 -1.4024
H 3.0519 -0.7002 -0.5162
H 2.2659 -0.1605 0.8075
H -1.4079 -2.7252 1.1420
```

## two
16
Properties=species:S:1:pos:R:3 method="wB97M-V/def2-TZVPD" smiles="CN(N)N(N)C(=O)O"
C 1.4488 0.2702 1.1967
N 0.9173 -0.2134 -0.0707
N 1.2641 0.6989 -1.1098
N -0.4885 -0.3696 0.0154
N -1.0137 -1.6501 -0.2363
C -1.3336 0.7629 -0.1517
O -0.9966 1.8876 0.1051
O -2.5979 0.4030 -0.3835
H 1.0674 1.2599 1.4632
H 1.1770 -0.4392 1.9764
H 2.5303 0.3071 1.0960
H 1.0019 1.6742 -0.9598
H 1.0480 0.3058 -2.0195
H -0.5766 -2.0665 -1.0572
H -0.8045 -2.2563 0.5554
H -2.6433 -0.5746 -0.4198

## three
Density functional theory data (ωB97M-V with the def2-TZVPD basis set) for a cluster of 2 separate species, C2H8N4O2 in total.

Geometry as XYZ:
```
16
C2H8N4O2 ωB97M-V with the def2-TZVPD basis set
N -2.8639 1.8649 -0.3154
C -1.7429 1.0709 -0.5212
O -0.6908 1.6713 -0.8621
O -1.8619 -0.1685 -0.3245
H -2.8115 2.7184 -0.8342
H -3.7543 1.3972 -0.3407
N 1.4215 0.1519 -0.5262
C 1.3642 -0.8859 0.2871
N 0.2146 -1.4807 0.5278
N 2.5032 -1.2774 0.9362
H 2.2999 0.6295 -0.6352
H 0.5174 0.7051 -0.7246
H 0.1811 -2.2288 1.1942
H -0.6749 -0.9650 0.1829
H 2.5201 -2.1222 1.4719
H 3.3783 -1.0807 0.4840
```

Stability, lowest: one

## one
14
Properties=species:S:1:pos:R:3 method="wB97M-V/def2-TZVPD"
H -0.8880 2.8419 -0.4878
N -1.5576 2.2470 -0.0278
C -1.1224 1.0566 0.0809
N -2.0290 0.0951 0.5512
S -2.3544 -1.2527 -0.4338
N 0.1648 0.5592 -0.2706
C 0.7389 -0.3271 0.6147
N 1.9626 -0.7209 0.6340
S 3.1937 -0.0145 -0.3067
H -2.8725 0.5396 0.8799
H -2.1037 -2.1662 0.4391
H 0.7839 1.2907 -0.6370
H 0.0978 -0.8427 1.3570
H 4.0696 -1.0285 -0.0830

## two
14
Properties=species:S:1:pos:R:3 method="wB97M-V/def2-TZVPD" smiles="NN1NCC(=S)N1S"
N -0.2534 -1.6172 -0.8115
N -0.4426 -1.0552 0.3781
N -1.4330 -0.1740 0.3203
C -0.9276 1.0719 -0.1634
C 0.4596 1.1988 0.3033
S 1.5229 2.4227 0.2792
N 0.7982 -0.0562 0.7505
S 2.2773 -0.6883 1.2218
H -0.4710 -1.0557 -1.6248
H -0.3005 -2.6196 -0.8784
H -1.8688 -0.0944 1.2977
H -1.4529 1.9400 -0.0831
H -0.7885 0.9036 -1.1844
H 2.8803 -0.1765 0.1947

Stability, lowest: two

## one
16
Properties=species:S:1:pos:R:3 method="wB97M-V/def2-TZVPD" smiles="CSP(S)S.C=C"
C -1.6023 -2.0002 -0.0430
S -0.7587 -0.5986 0.7580
P -1.5069 0.8045 -0.7275
S -3.4758 1.1927 -0.1157
S -0.5939 2.3662 0.3021
H -2.6700 -2.2274 0.1898
H -0.8558 -2.8172 0.2849
H -1.6421 -2.0029 -1.1806
H -4.1131 1.1448 -1.2996
H -1.2640 3.2218 -0.5491
C 3.1966 0.7476 0.2154
C 2.9456 -0.4720 0.6415
H 3.8168 1.0183 -0.6233
H 2.9283 1.7050 0.6490
H 3.4246 -1.3779 0.1630
H 2.1710 -0.7048 1.3350

## two
16
Properties=species:S:1:pos:R:3 method="wB97M-V/def2-TZVPD" smiles="CC[P@](=S)(S)SC"
C 2.5030 0.6670 -0.6850
C 1.0087 0.6841 -0.9739
P 0.1156 -0.3935 0.2249
S 0.0911 0.2142 2.0700
S 0.9506 -2.2994 -0.0581
S -2.2406 -0.5254 -0.7712
C -3.0949 0.0128 0.7179
H 2.6875 0.8661 0.3727
H 2.9341 -0.3015 -0.9432
H 3.0065 1.4356 -1.2714
H 0.7806 0.3492 -1.9861
H 0.5860 1.6818 -0.8284
H 0.4397 -2.7488 1.0853
H -3.7767 -0.7699 1.0395
H -3.6386 0.9313 0.5077
H -2.3526 0.1966 1.4995

Stability, lowest: one

## one
26
Properties=species:S:1:pos:R:3 method="wB97M-V/def2-TZVPD" smiles=CC(C)(C)CO.NCO
C -1.8828 0.5445 1.7854
C -0.6640 0.2273 0.9349
C 0.2985 -0.6578 1.7102
C 0.0054 1.5010 0.4393
C -1.4037 -0.6659 -0.4344
O -1.2082 -1.4816 -1.5723
H -1.6113 1.1573 2.6453
H -2.6275 1.0884 1.2041
H -2.3481 -0.3667 2.1585
H 1.1494 -0.9620 1.1022
H -0.1968 -1.5600 2.0659
H 0.6753 -0.1182 2.5824
H -0.6504 2.3621 0.5563
H 0.9357 1.6975 0.9759
H 0.2511 1.4207 -0.6234
H -2.0446 -1.3182 0.1667
H -2.0940 0.1241 -0.7686
H -0.8390 -0.9395 -2.2839
N 2.6358 0.0895 -1.1421
C 1.4388 -0.5886 -1.5636
O 0.8873 0.0212 -2.7122
H 2.4423 1.0432 -0.8435
H 3.0975 -0.4119 -0.3940
H 1.7008 -1.6339 -1.7785
H 0.4595 -0.6900 -0.8454
H 1.5930 0.1175 -3.3651

## two
26
Properties=species:S:1:pos:R:3 method="wB97M-V/def2-TZVPD" smiles=COC[C@H](C)N.CCO
C 0.5464 2.9814 -2.0469
O 1.2642 1.7720 -2.0045
C 0.4641 0.6260 -2.1017
C 0.9759 -0.4875 -1.2114
C 0.0869 -1.7167 -1.2873
N 1.0651 -0.0297 0.1983
H 0.0107 3.1015 -2.9939
H 1.2716 3.7858 -1.9411
H -0.1732 3.0390 -1.2220
H -0.5951 0.8198 -1.8618
H 0.4226 0.2562 -3.1387
H 1.9822 -0.7925 -1.5147
H -0.8666 -1.5616 -0.7831
H 0.6103 -2.5804 -0.8808
H -0.1484 -1.9805 -2.3271
H 0.8501 0.9607 0.2472
H 1.9922 -0.1147 0.5955
C -1.4828 -0.0957 2.8649
C -1.1589 -1.5763 2.7892
O 0.2058 -1.8138 2.4425
H -0.7856 0.3892 3.5508
H -2.5031 0.0549 3.2205
H -1.3625 0.3951 1.8970
H -1.8179 -2.1018 2.0912
H -1.2623 -2.0180 3.7806
H 0.4084 -1.3122 1.6373

Stability, lowest: one